A 11-piece molecular cluster, C23H49B3Cl20FO5PS overall at a distorted geometry, computed with the ωB97M-V functional and the def2-TZVPD basis.

Atoms and positions in Å:
C 0.0909 1.7583 -0.4217
P 0.8441 0.0597 -0.8633
C -0.3038 -0.9926 -1.9757
B 2.5825 0.2164 -1.6617
O 3.6673 -0.6826 -1.1411
B 4.6518 0.3007 -0.5657
F 4.9542 0.4003 0.9041
O 5.2775 1.2100 -1.5903
B 4.0805 1.9551 -2.1191
S 4.1277 3.8277 -1.9070
C 2.9374 4.6278 -3.1120
O 3.7903 4.1458 -0.4068
O 5.6129 4.2546 -2.2231
O 2.9551 1.1871 -2.7329
H 0.8780 2.6081 -0.1973
H -0.6718 2.1218 -1.2340
H -0.5099 1.6110 0.5984
H -0.2985 -0.6770 -3.1128
H 0.0513 -2.1278 -1.9296
H -1.4030 -0.9303 -1.5245
H 3.5745 4.9043 -4.0784
H 2.4808 5.5666 -2.5829
H 2.0642 3.9383 -3.4749
Cl -3.9694 5.2696 -2.1088
C -2.8257 5.1554 -0.7477
C -1.4071 5.5166 -1.1582
Cl -0.6918 4.3017 -2.2466
H -2.8819 4.1407 -0.3412
H -3.1786 5.8495 0.0209
H -0.7653 5.5658 -0.2736
H -1.3681 6.4880 -1.6614
Cl -1.9354 -3.0321 -0.0225
C -0.7691 -4.3753 0.0744
C -1.3247 -5.6615 -0.5160
Cl -2.6405 -6.3421 0.4728
H -0.4847 -4.5031 1.1236
H 0.1193 -4.0635 -0.4831
H -0.5377 -6.4202 -0.5609
H -1.7071 -5.5073 -1.5300
Cl -0.5936 9.4341 -2.7960
C 0.9158 8.4880 -2.8132
C 1.3821 8.1769 -4.2265
Cl 0.3033 7.0253 -5.0526
H 0.7508 7.5748 -2.2328
H 1.6709 9.0877 -2.2960
H 2.3740 7.7163 -4.1977
H 1.4449 9.0822 -4.8387
Cl 2.1070 -4.4226 2.4082
C 1.5777 -4.4809 4.1083
C 1.0546 -5.8538 4.4997
Cl -0.4881 -6.2396 3.6976
H 0.8208 -3.7041 4.2551
H 2.4488 -4.2267 4.7196
H 0.8679 -5.8870 5.5772
H 1.7717 -6.6435 4.2540
Cl 3.2321 -6.3883 6.3807
C 4.7415 -7.3345 6.3635
C 5.2078 -7.6455 4.9502
Cl 4.1290 -8.7971 4.1241
H 4.5765 -8.2477 6.9438
H 5.4965 -6.7347 6.8806
H 6.1997 -8.1061 4.9790
H 5.2705 -6.7402 4.3380
Cl 1.0931 10.5783 -0.1814
C 1.4156 12.3282 -0.0944
C 0.1967 13.1557 -0.4702
Cl -0.2038 13.0158 -2.2000
H 2.2687 12.5490 -0.7435
H 1.7084 12.5448 0.9374
H 0.3919 14.2144 -0.2753
H -0.6849 12.8602 0.1073
Cl -3.2804 -0.7949 -3.7782
C -4.6021 -1.7613 -3.0762
C -5.5509 -0.9155 -2.2419
Cl -4.7877 -0.3282 -0.7437
H -4.1565 -2.5682 -2.4862
H -5.1438 -2.2115 -3.9135
H -6.4166 -1.5138 -1.9425
H -5.9142 -0.0472 -2.8008
Cl 1.9217 -6.3935 9.7646
C 2.2441 -4.6436 9.8516
C 1.0253 -3.8161 9.4757
Cl 0.6247 -3.9560 7.7459
H 3.0973 -4.4228 9.2024
H 2.5370 -4.4270 10.8833
H 1.2205 -2.7573 9.6706
H 0.1437 -4.1116 10.0533
Cl -1.6782 -8.5352 -1.6739
C -2.6619 -9.8400 -0.9645
C -2.0169 -11.2055 -1.1405
Cl -2.0116 -11.7326 -2.8418
H -3.6562 -9.8019 -1.4204
H -2.7674 -9.6130 0.1007
H -2.5789 -11.9572 -0.5782
H -0.9835 -11.2127 -0.7796
Cl -6.1655 4.5213 -5.6124
C -4.9993 3.1782 -5.5156
C -5.5549 1.8919 -6.1060
Cl -6.8706 1.2113 -5.1171
H -4.7149 3.0504 -4.4664
H -4.1109 3.4899 -6.0731
H -4.7679 1.1332 -6.1508
H -5.9373 2.0461 -7.1200

Atoms 1-3, force components in eV/Å:
C -1.22 0.90 0.18
P -0.71 -0.64 1.25
C -0.61 -0.43 -1.07

Computed properties:
Calculated total energy: -310207.0182 eV
Highest occupied orbital energy: -7.9 eV
ΔE to the lowest compared entry with this formula, charge and spin: 133.7 kcal per mole
LUMO: -0.821 eV
2S+1: 1
HOMO-LUMO gap: 7.125 eV
SMILES: CP(C)B1OB(F)OB(S(C)(=O)=O)O1.ClCCCl.ClCCCl.ClCCCl.ClCCCl.ClCCCl.ClCCCl.ClCCCl.ClCCCl.ClCCCl.ClCCCl

Here are the Löwdin charges for atoms 1 to 5, given in e: number 1, C, carries -0.36; number 2, P, carries 0.93; number 3, C, carries -0.38; number 4, B, carries -0.53; number 5, O, carries 0.13

---

A 6-piece molecular cluster, C23H49B3O10S5 overall at a distorted geometry, computed with the ωB97M-V functional and the def2-TZVPD basis.

Atoms and positions in Å:
C -1.3497 -9.1189 3.2925
C -2.4536 -7.9102 2.9649
O -2.7196 -7.0769 3.9750
O -2.9975 -7.8388 1.5998
C -4.4624 -7.7010 1.5865
C -4.8271 -6.6927 0.3226
C -4.3217 -7.2786 -1.1437
B -3.8027 -5.9781 -2.0167
O -4.5365 -5.4838 -3.2024
B -4.4730 -3.9873 -3.0469
O -3.1267 -3.3929 -3.3322
B -2.1487 -4.2726 -2.6326
C -0.5111 -4.2274 -2.8970
C 0.1629 -2.7448 -2.7133
C -0.5839 -1.7676 -1.6297
C -0.8620 -2.0886 -0.0465
C -1.6307 -0.9651 0.8851
C -2.1023 0.5038 0.3143
C -1.8091 0.8641 -1.2581
C -1.0772 -0.2719 -2.1885
O -2.5947 -5.2517 -1.5791
H -1.3991 -9.4788 4.4115
H -0.2786 -8.6295 3.1316
H -1.4345 -9.9838 2.5059
H -4.9075 -7.1788 2.5546
H -5.0501 -8.7138 1.4690
H -4.2140 -5.6930 0.5252
H -5.9689 -6.4244 0.3496
H -5.1737 -7.8370 -1.7343
H -3.4153 -8.0175 -1.0379
H -5.4158 -3.3786 -2.6989
H -0.3243 -4.5509 -4.0280
H 0.0612 -4.9864 -2.1789
H 1.3294 -2.8200 -2.4827
H 0.1023 -2.2161 -3.7812
H -0.5131 -3.1516 0.3564
H -1.8326 -1.2503 2.0044
H -2.6212 1.3165 0.9863
H -2.0925 1.8894 -1.7693
H -0.8771 0.0094 -3.3277
C 2.3644 0.4442 3.1306
S 0.9010 -0.1445 4.0161
O -0.2822 0.0567 3.1158
C 0.8811 1.1831 5.2448
H 2.5485 -0.2208 2.2835
H 2.1961 1.4596 2.7635
H 3.2282 0.4249 3.7990
H 0.8046 2.1526 4.7467
H 1.7934 1.1396 5.8441
H 0.0146 1.0412 5.8952
C -2.6238 3.4429 3.3567
S -3.7708 4.2220 2.1949
O -3.5242 3.6177 0.8440
C -2.9794 5.8486 2.2155
H -2.9047 2.3933 3.4707
H -1.6028 3.5046 2.9723
H -2.6908 3.9418 4.3262
H -1.9365 5.7611 1.9018
H -3.0348 6.2689 3.2223
H -3.5124 6.5028 1.5213
C -0.1165 3.7455 -0.5183
S 0.8007 5.0365 0.3561
O -0.1600 6.1501 0.6527
C 1.8019 5.5455 -1.0620
H -0.8407 3.3061 0.1718
H -0.6454 4.1757 -1.3723
H 0.5756 2.9711 -0.8565
H 1.1542 5.8642 -1.8821
H 2.4314 4.7122 -1.3825
H 2.4367 6.3810 -0.7568
C 4.8942 1.9573 -3.8507
S 3.1330 2.2973 -3.6169
O 3.0028 3.7305 -3.1925
C 2.9408 1.2730 -2.1383
H 5.2474 2.5309 -4.7109
H 5.4542 2.2568 -2.9614
H 5.0380 0.8918 -4.0437
H 3.6217 1.6150 -1.3553
H 3.1485 0.2298 -2.3874
H 1.9103 1.3618 -1.7859
C 5.3901 6.5124 -2.1129
S 6.8941 5.6062 -1.6779
O 6.4822 4.4090 -0.8727
C 7.5299 6.8452 -0.5234
H 4.8062 5.9033 -2.8069
H 4.7979 6.7068 -1.2154
H 5.6584 7.4542 -2.5971
H 6.8051 7.0188 0.2755
H 7.7282 7.7761 -1.0595
H 8.4617 6.4717 -0.0917

Atoms 1-3, force components in eV/Å:
C 0.40 0.91 -1.17
C -0.30 2.53 4.52
O 0.97 -4.85 -6.77

Computed properties:
Calculated total energy: -101316.9370 eV
Highest occupied orbital energy: -7.8 eV
ΔE to the lowest compared entry with this formula, charge and spin: 304.3 kcal per mole
LUMO: 0.421 eV
2S+1: 1
HOMO-LUMO gap: 8.220 eV

Here are the Löwdin charges for atoms 1 to 5, given in e: number 1, C, carries -0.03; number 2, C, carries -0.28; number 3, O, carries -0.03; number 4, O, carries -0.11; number 5, C, carries -0.19

---

> highest occupied orbital energy of number 1 (C23H49B3Cl20FO5PS)?

-7.9 eV